No. 1
27
Properties=species:S:1:pos:R:3 method="wB97M-V/def2-TZVPD" spin_multiplicity=3 s_squared=2.01 gap_ev="4.90 / 6.52" e_homo_ev="-4.08 / -9.23" total_charge=0 largest_force_ev_per_a=6.46 energy_ha=-1129.30104
S 2.23879 -1.25000 0.30355
P 1.22296 0.41179 -0.29994
C 0.19573 0.35728 1.28634
C -1.64989 -0.46826 2.54075
C -1.37607 0.32619 3.62826
C -0.81100 -0.53383 1.47008
C 3.44325 -1.49507 -1.03263
C 0.33524 1.40337 2.23326
C -0.42916 1.36740 3.43271
C -2.77034 1.73978 -2.77887
C -3.29573 0.98411 -1.84402
C 2.84142 -1.78819 -2.38540
H 0.25102 -0.14574 -0.98302
H -2.46249 -1.23555 2.56464
H -3.43782 -0.00396 -2.06887
H -0.27094 2.03009 4.12480
H -1.02594 -1.33936 0.58670
H -1.87198 0.31206 4.47929
H 3.31226 -1.37858 -3.18743
H -2.36639 2.69188 -2.53584
H 4.14412 -2.26710 -0.84115
H 2.74331 -2.80542 -2.48239
H 1.84901 -1.27492 -2.56552
H 3.96809 -0.61909 -0.89813
H -2.59241 1.49021 -3.85806
H 1.06745 2.19973 1.90202
H -3.25250 1.29118 -0.79114

***

No. 2
26
Properties=species:S:1:pos:R:3 method="wB97M-V/def2-TZVPD" spin_multiplicity=2 s_squared=0.76 gap_ev="2.76 / 7.19" e_homo_ev="1.04 / -3.44" total_charge=-1 largest_force_ev_per_a=1.74 energy_ha=-390.58300
C 1.21518 -0.02637 -3.14302
C 0.58557 0.64427 1.69458
C -1.63472 -0.33024 1.91848
C 1.97100 0.85525 2.24689
C 0.19909 1.21519 0.45105
C -1.07470 0.98522 -0.05558
C -0.55606 -1.73095 -2.43940
C -1.99659 0.20287 0.63874
C 0.83663 -1.15829 -2.19832
C -0.34819 -0.11737 2.40254
H -2.30605 -0.94714 2.50545
H -1.30909 -0.94103 -2.39030
H 2.26508 1.90123 2.05161
H -0.78422 -2.46719 -1.67274
H 2.72766 0.19916 1.79768
H -1.34582 1.42017 -1.00818
H 0.54083 0.81106 -2.95652
H 1.16811 -0.30453 -4.19516
H 1.56067 -1.97813 -2.28705
H 2.21752 0.32593 -2.89860
H 1.98886 0.74099 3.33302
H -0.64056 -2.14112 -3.45251
H -2.97677 0.02876 0.20927
H -0.06137 -0.50870 3.37222
H 0.88990 -0.79027 -1.17280
H 0.90875 1.80807 -0.12105

***

No. 3
26
Properties=species:S:1:pos:R:3 method="wB97M-V/def2-TZVPD" spin_multiplicity=1 smiles=Cc1ccccc1.CCC gap_ev=9.81 e_homo_ev=-8.77 total_charge=0 largest_force_ev_per_a=3.47 energy_ha=-390.53937
C -1.43054 -0.98026 0.60592
C 1.95965 -0.18545 2.22670
C 2.13677 -1.55916 0.08035
C 0.12640 2.38431 -0.54706
C -1.90645 -0.41325 -1.78451
C -1.41273 0.84431 -1.59081
C -0.71702 1.07409 -0.43223
C -1.88383 -1.26034 -0.63793
C 2.12074 -0.09367 0.73695
C -0.70767 0.19946 0.66972
H -2.42109 -2.15219 -0.65284
H 1.54962 0.61211 0.16409
H 3.10693 -1.81851 -0.35102
H 2.15023 -2.41560 0.77363
H -0.44495 3.29039 -0.54555
H -1.29152 -1.67403 1.44966
H 3.09768 0.38385 0.42343
H 2.72217 0.59636 2.60647
H -0.30961 0.55681 1.58350
H 2.08601 -1.24989 2.62144
H 0.85399 2.24565 -1.36871
H 1.44238 -1.72155 -0.69346
H -2.46056 -0.82110 -2.65642
H 0.63773 2.34419 0.36929
H 0.91846 0.08864 2.68500
H -1.34944 1.67472 -2.37109